## 1
{
  "formula": "C3H3NO3",
  "method": "wB97M-V/def2-TZVPD",
  "multiplicity": 1,
  "symbols": ["C", "C", "N", "O", "C", "O", "O", "H", "H", "H"],
  "positions_angstrom": [[2.38801, -0.42223, 0.11757], [0.96219, -0.07677, -0.09653], [0.65467, 1.23199, 0.10202], [-0.85666, 1.14503, -0.09291], [-1.30796, -0.09088, -0.13932], [-2.32820, -0.64685, 0.23444], [-0.01118, -0.93766, -0.18503], [3.14949, 0.48793, -0.15889], [2.86770, -0.67606, 1.05743], [2.71493, -1.38068, -0.55502]]
}



## 2
{
  "formula": "C3H3NO3",
  "method": "wB97M-V/def2-TZVPD",
  "multiplicity": 1,
  "symbols": ["N", "C", "O", "C", "O", "C", "O", "H", "H", "H"],
  "positions_angstrom": [[0.46718, 1.50287, -1.47237], [-0.06375, 0.56925, -0.76467], [-0.53044, -0.61763, -0.95319], [-0.23378, -1.54955, 0.73600], [0.69337, -2.25251, 0.88091], [0.06714, 0.90417, 0.67105], [0.02275, -0.01213, 1.49623], [0.61003, 1.22301, -2.44114], [-1.29992, -1.69194, 0.85328], [0.26744, 1.92445, 0.99391]]
}



Top of the stability list: 2, leading by 0.0081 hartree.



## 1
{
  "formula": "C6H11N",
  "method": "wB97M-V/def2-TZVPD",
  "multiplicity": 1,
  "symbols": ["C", "C", "C", "C", "C", "C", "N", "H", "H", "H", "H", "H", "H", "H", "H", "H", "H", "H"],
  "positions_angstrom": [[-3.00099, 1.39381, -0.94661], [-1.62051, 0.95410, -1.27917], [-0.87631, 0.35393, -0.35713], [0.48536, -0.27596, -0.62576], [1.06158, -0.93534, 0.59936], [2.25524, -0.64392, 1.09644], [3.16340, -1.56166, 1.66501], [-3.10204, 1.87948, 0.02633], [-3.76677, 0.60486, -0.88743], [-3.54757, 2.06433, -1.61797], [-1.25837, 0.92247, -2.30211], [-1.22425, 0.44460, 0.66792], [1.16330, 0.51063, -0.96521], [0.35016, -0.99851, -1.43101], [0.54541, -1.84386, 0.90253], [2.64355, 0.36432, 0.98065], [2.75131, -2.11880, 2.40802], [3.97751, -1.11449, 2.06612]]
}



## 2
{
  "formula": "C6H11N",
  "method": "wB97M-V/def2-TZVPD",
  "multiplicity": 1,
  "symbols": ["C", "C", "C", "N", "C", "C", "C", "H", "H", "H", "H", "H", "H", "H", "H", "H", "H", "H"],
  "positions_angstrom": [[0.22406, 1.85708, 1.87263], [0.25630, 0.57657, 1.37290], [0.39293, 0.20397, -0.07578], [1.42029, 0.93336, -0.72017], [-0.56080, -0.62406, -0.56357], [-0.40090, -1.21628, -1.99809], [-1.29127, -1.62994, 0.33745], [-0.56725, 2.25198, 2.50243], [0.96685, 2.61022, 1.57433], [0.46575, -0.23567, 2.04984], [1.04673, 1.55845, -1.43598], [1.75800, 1.58354, -0.01949], [-1.31292, -1.73914, -2.31157], [-0.40613, -0.35712, -2.71994], [0.43334, -1.92274, -1.98911], [-0.76756, -2.60139, 0.33685], [-2.37134, -1.60439, 0.03973], [-1.25630, -1.19004, 1.33944]]
}



## 3
{
  "formula": "C6H11N",
  "method": "wB97M-V/def2-TZVPD",
  "multiplicity": 1,
  "symbols": ["C", "C", "C", "C", "C", "C", "N", "H", "H", "H", "H", "H", "H", "H", "H", "H", "H", "H"],
  "positions_angstrom": [[-0.43971, -0.27866, -1.37242], [0.70427, 0.71390, 0.96818], [-0.07520, -1.73508, 0.74480], [0.63848, -0.69858, -0.13014], [-0.87594, 0.92850, -0.82028], [-1.49310, 2.04179, -0.58881], [1.83375, -0.92752, -0.64552], [2.57326, -0.73583, 0.03099], [-1.21411, -1.03426, -1.50916], [0.17618, -0.18644, -2.26297], [-0.17056, 1.01750, 1.54162], [1.39704, 0.25368, 1.67564], [1.20810, 1.56012, 0.50397], [0.49794, -1.92967, 1.65206], [-0.15342, -2.66546, 0.17933], [-1.07332, -1.39348, 1.02340], [-1.34287, 2.61300, 0.32416], [-2.19080, 2.45649, -1.31485]]
}



## 4
{
  "formula": "C6H11N",
  "method": "wB97M-V/def2-TZVPD",
  "multiplicity": 1,
  "symbols": ["C", "C", "C", "C", "C", "C", "N", "H", "H", "H", "H", "H", "H", "H", "H", "H", "H", "H"],
  "positions_angstrom": [[0.72283, -1.83471, 0.28693], [-0.99435, 1.86943, 0.09112], [-2.02765, -0.78290, -0.33769], [0.21633, -0.45766, 0.28491], [-0.62882, 0.45524, 0.11636], [2.56828, 0.84576, -0.10440], [1.64454, 0.77557, 0.73809], [-0.04768, -2.52493, 0.62811], [1.57979, -1.88178, 0.95948], [1.05696, -2.13452, -0.70807], [-2.05703, 2.02092, -0.10383], [-0.42158, 2.40571, -0.66505], [-0.79179, 2.31816, 1.06406], [-2.45935, -1.13349, 0.59472], [-1.73815, -1.57868, -1.01674], [-2.67699, -0.09307, -0.86686], [2.57878, 0.30162, -1.06808], [3.47590, 1.42934, 0.10695]]
}



Top of the stability list: 1, leading by 0.0712 hartree.



## 1
{
  "formula": "C6H11N",
  "method": "wB97M-V/def2-TZVPD",
  "multiplicity": 1,
  "symbols": ["C", "N", "C", "C", "C", "C", "C", "H", "H", "H", "H", "H", "H", "H", "H", "H", "H", "H"],
  "positions_angstrom": [[-2.85833, 0.30361, 1.44604], [-2.04486, 0.79348, 0.60670], [-1.18532, -0.06117, -0.05044], [-0.12881, 0.39210, -0.73638], [0.93491, -0.41413, -1.42104], [2.36042, -0.25313, -0.78027], [2.23778, -0.41610, 0.74187], [-2.96940, -0.78572, 1.49134], [-3.54907, 0.88541, 2.03906], [-1.47025, -1.09869, -0.26926], [0.15637, 1.43743, -0.81030], [1.06200, -0.11138, -2.46273], [0.74827, -1.48914, -1.41412], [2.73504, 0.73395, -1.04968], [2.98493, -1.05859, -1.16371], [3.11779, -0.92378, 1.16982], [2.13445, 0.44667, 1.40129], [1.40611, -1.08017, 0.98529]]
}



## 2
{
  "formula": "C6H11N",
  "method": "wB97M-V/def2-TZVPD",
  "multiplicity": 1,
  "symbols": ["C", "C", "C", "C", "N", "C", "C", "H", "H", "H", "H", "H", "H", "H", "H", "H", "H", "H"],
  "positions_angstrom": [[-0.27848, 1.57500, -1.73749], [0.27357, 1.14443, -0.60196], [0.44983, -0.20828, -0.06449], [-0.02346, -1.30894, -0.68414], [-0.12192, -1.51297, -2.05419], [0.80445, -0.30066, 1.41156], [-0.36798, 0.08240, 2.31506], [-0.37150, 2.65067, -1.85833], [-0.80245, 1.03715, -2.51644], [0.70719, 1.92783, 0.02111], [-0.26519, -2.19043, -0.10545], [-0.97642, -1.93731, -2.39293], [0.22034, -0.71480, -2.57059], [1.61245, 0.42480, 1.51072], [1.14200, -1.29451, 1.68233], [-0.62947, 1.14466, 2.25086], [-1.26990, -0.45315, 2.03307], [-0.10307, -0.06588, 3.36130]]
}



Top of the stability list: 2, leading by 0.0109 hartree.